# C5H8BrI

A molecular structure, C5H8BrI in a non-equilibrium geometry (ωB97M-V with the def2-TZVPD basis set, the Open Molecules 2025 dataset).

Geometry as ORCA input:
```
! wB97M-V def2-TZVPD RIJCOSX def2/J DEFGRID3
* xyz 0 1
C -0.82266 0.94977 0.53120
C -2.25523 0.74175 0.28252
C 1.82085 -0.24565 -0.90415
C 0.15297 -0.08433 0.91985
C 0.65003 -0.88873 -0.26478
Br -3.44821 2.14855 -0.16461
I -3.10663 -1.15637 -0.19018
H -0.80991 2.03553 0.70981
H 1.56473 0.56053 -1.53457
H 2.28051 -0.98878 -1.45947
H 2.64411 0.04004 -0.30750
H 0.92527 0.47306 1.57593
H -0.53599 -0.58482 1.63108
H 1.07813 -1.80093 0.17676
H -0.13796 -1.19962 -1.00187
*
```

Properties
- relative energy (zero: lowest compared OMol25 entry of this formula, charge and spin) (eV) = 0.963
- DFT total energy (eV) = -83455.6846
- frontier orbital gap (eV) = 8.900
- strongest force on any atom (Eh/bohr) = 0.1419
- E_LUMO (eV) = 0.172



# C5H8BrN3O3

C5H8BrN3O3 in the gas phase in a non-equilibrium geometry (ωB97M-V with the def2-TZVPD basis set, the Open Molecules 2025 dataset).

Geometry as ORCA input:
```
! wB97M-V def2-TZVPD RIJCOSX def2/J DEFGRID3
* xyz 0 1
C -1.35594 0.50889 -0.02490
C -2.10522 -0.62861 0.32688
C 0.76494 -0.57864 0.28736
C 0.35005 1.93110 0.43898
C 0.85464 -1.55017 -0.86931
N -1.44774 -1.64930 0.68205
N -0.01456 0.50995 0.21575
N 1.82748 -0.50013 1.31088
O 1.68327 0.22384 2.27672
O 2.72280 -1.30714 1.19554
O 0.55054 -2.88207 -0.53294
Br -4.00840 -0.13715 0.29836
H -1.67124 1.51317 -0.21281
H 0.32927 2.01536 1.51614
H 1.46255 2.01318 0.22959
H -0.22094 2.63854 -0.27526
H 1.80518 -1.38725 -1.25878
H 0.14611 -1.30792 -1.58836
H -2.01949 -2.42847 0.92240
H 0.54409 -3.00860 0.39901
*
```

Properties
- relative energy (zero: lowest compared OMol25 entry of this formula, charge and spin) (eV) = 1.292
- DFT total energy (eV) = -85963.4389
- frontier orbital gap (spin up / spin down) (eV) = 7.023 / 7.009
- strongest force on any atom (Eh/bohr) = 0.0667
- E_LUMO (spin up / spin down) (eV) = -1.261 / -1.241



# C5H8Cl12

5 unconnected molecules or ions with the total composition C5H8Cl12 in a non-equilibrium geometry (ωB97M-V with the def2-TZVPD basis set, the Open Molecules 2025 dataset).

Geometry as ORCA input:
```
! wB97M-V def2-TZVPD RIJCOSX def2/J DEFGRID3
* xyz 0 1
Cl -4.17407 4.54708 20.62004
C -5.50955 3.74161 19.90383
Cl -7.07767 3.89935 20.79680
Cl -5.20726 2.01629 19.79523
H -5.65515 4.15977 18.90782
Cl -7.77751 -0.12358 12.93835
C -8.70950 1.22722 13.52828
Cl -8.25585 1.74445 15.11958
Cl -10.45307 0.89109 13.50948
H -8.55194 2.08287 12.87167
Cl -17.45696 2.52065 12.73968
C -15.99640 2.40463 11.77869
Cl -15.06427 3.83382 11.83830
H -15.47683 1.55572 12.22311
H -16.28967 2.19722 10.74957
Cl -8.75662 7.25685 13.58412
C -9.60801 8.83667 13.59238
Cl -11.27824 8.72512 13.02563
H -9.66825 9.30473 14.57493
H -9.03312 9.43518 12.88570
Cl -9.96433 4.58299 8.46986
C -11.10802 4.98076 7.17815
Cl -10.81973 4.02075 5.71875
H -12.14470 4.90449 7.50614
H -10.88551 6.00497 6.87885
*
```

Properties
- relative energy (zero: lowest compared OMol25 entry of this formula, charge and spin) (eV) = 0.471
- SMILES string = ClC(Cl)Cl.ClC(Cl)Cl.ClCCl.ClCCl.ClCCl
- DFT total energy (eV) = -155583.1856
- frontier orbital gap (eV) = 11.249
- strongest force on any atom (Eh/bohr) = 0.0306
- E_LUMO (eV) = 0.290



# C5H8Cl2

C5H8Cl2 in the gas phase in a non-equilibrium geometry (ωB97M-V with the def2-TZVPD basis set, the Open Molecules 2025 dataset).

Geometry as ORCA input:
```
! wB97M-V def2-TZVPD RIJCOSX def2/J DEFGRID3
* xyz 0 1
C -0.49880 2.03787 -0.33369
C -1.28344 0.87464 0.29836
C -0.58868 -0.44964 0.34963
C 0.65599 -0.69383 0.01211
C 1.27172 -2.05350 -0.03546
Cl 2.64559 -2.19614 1.06285
Cl 1.83207 -2.44996 -1.69013
H -0.06316 1.74975 -1.28676
H -1.16917 2.90034 -0.41409
H 0.36166 2.32277 0.30440
H -1.69260 1.12341 1.30009
H -2.15603 0.75992 -0.31581
H -1.22671 -1.18655 0.76402
H 1.40925 0.05508 -0.20187
H 0.50232 -2.79416 0.18635
*
```

Properties
- relative energy (zero: lowest compared OMol25 entry of this formula, charge and spin) (eV) = 0.785
- SMILES string = CC/C=C/C(Cl)Cl
- DFT total energy (eV) = -30359.0969
- frontier orbital gap (eV) = 10.887
- strongest force on any atom (Eh/bohr) = 0.0296
- E_LUMO (eV) = 0.949



# C5H8Cl2N2O

C5H8Cl2N2O in the gas phase in a non-equilibrium geometry (ωB97M-V with the def2-TZVPD basis set, the Open Molecules 2025 dataset).

Geometry as ORCA input:
```
! wB97M-V def2-TZVPD RIJCOSX def2/J DEFGRID3
* xyz 0 1
O -1.22687 0.09734 3.20471
N -1.22619 0.88862 2.15746
N -0.07567 1.22122 1.36376
C 0.90311 0.17491 1.56509
C 1.78073 -0.34146 0.40498
C 0.75721 -0.81535 -0.73837
Cl -0.20083 -2.16355 -0.27612
C -0.27749 0.23887 -1.07055
Cl 0.06534 0.85149 -2.80746
C -0.48783 1.58915 -0.09141
H 1.48323 0.55091 2.47390
H 0.11784 -0.71007 1.92257
H 2.71775 0.24159 -0.10399
H 2.25926 -1.23908 0.84924
H 1.23892 -1.07654 -1.78789
H -1.09393 -0.35524 -1.03310
H -1.63774 1.75113 -0.15829
H 0.09168 2.51802 -0.44609
*
```

Properties
- relative energy (zero: lowest compared OMol25 entry of this formula, charge and spin) (eV) = 2.521
- SMILES string = O=NN1CC[C@@H](Cl)[C@H](Cl)C1
- DFT total energy (eV) = -35382.0800
- frontier orbital gap (eV) = 9.576
- strongest force on any atom (Eh/bohr) = 0.1344
- E_LUMO (eV) = -0.114



# C5H8ClNO

C5H8ClNO in the gas phase in a non-equilibrium geometry (ωB97M-V with the def2-TZVPD basis set, the Open Molecules 2025 dataset).

Geometry as ORCA input:
```
! wB97M-V def2-TZVPD RIJCOSX def2/J DEFGRID3
* xyz 0 1
N -0.24381 -0.53797 -1.82624
C -0.64197 0.10787 -0.56594
C -0.62671 1.68025 -0.60886
O 0.38142 2.12588 0.32696
C 0.80678 1.01607 1.01216
C 0.27708 -0.13904 0.57668
C 0.56326 -1.48605 1.09070
Cl -0.81388 -2.35174 1.85437
H -0.55047 -1.50935 -1.81771
H 0.76771 -0.55851 -1.89125
H -1.69108 -0.22021 -0.34953
H -0.40782 2.12392 -1.53383
H -1.62010 2.05060 -0.25813
H 1.49056 1.21059 1.83794
H 1.36879 -1.35583 1.82292
H 0.94025 -2.15647 0.32977
*
```

Properties
- relative energy (zero: lowest compared OMol25 entry of this formula, charge and spin) (eV) = 1.362
- SMILES string = N[C@@H]1COC=C1CCl
- DFT total energy (eV) = -21373.9445
- frontier orbital gap (eV) = 9.619
- strongest force on any atom (Eh/bohr) = 0.0418
- E_LUMO (eV) = 0.828



# C5H8ClNO

C5H8ClNO in the gas phase in a non-equilibrium geometry (ωB97M-V with the def2-TZVPD basis set, the Open Molecules 2025 dataset).

Geometry as ORCA input:
```
! wB97M-V def2-TZVPD RIJCOSX def2/J DEFGRID3
* xyz 0 1
N 1.62859 -0.28141 -1.34410
C 0.13343 -0.09821 -1.72007
C -0.79633 0.04493 -0.44036
O -0.64299 1.24279 0.09823
C -0.16299 1.24344 1.46855
C -0.18804 -0.28772 1.79095
C -0.49669 -0.95350 0.65695
Cl -1.05639 -2.61670 0.35390
H 1.90717 0.53656 -0.76969
H 1.72591 -1.11700 -0.83507
H -0.01651 0.75094 -2.34967
H -0.24719 -0.93816 -2.35760
H -1.83315 -0.17627 -0.95393
H -0.88788 1.72056 2.15020
H 0.78872 1.78550 1.55797
H 0.14436 -0.85575 2.69374
*
```

Properties
- relative energy (zero: lowest compared OMol25 entry of this formula, charge and spin) (eV) = 2.419
- SMILES string = NC[C@@H]1OCC=C1Cl
- DFT total energy (eV) = -21372.8870
- frontier orbital gap (eV) = 9.731
- strongest force on any atom (Eh/bohr) = 0.1028
- E_LUMO (eV) = 0.798



# C5H8ClNO

C5H8ClNO in the gas phase in a non-equilibrium geometry (ωB97M-V with the def2-TZVPD basis set, the Open Molecules 2025 dataset).

Geometry as ORCA input:
```
! wB97M-V def2-TZVPD RIJCOSX def2/J DEFGRID3
* xyz 0 1
Cl -0.94000 -2.15200 -0.65085
C 0.09516 -0.85981 0.18313
C -0.75728 -0.15525 1.06009
N -1.06457 1.01576 0.98162
O -0.50003 1.54902 -0.20752
C 0.68197 2.20339 0.04054
C 1.85783 1.06660 0.18675
C 1.18767 -0.17187 -0.64724
H 0.71229 -1.50346 0.69374
H -0.76393 -0.77203 2.17253
H 0.84779 2.73293 -0.93847
H 0.71715 2.91220 0.80399
H 2.31387 0.80492 1.11850
H 2.64550 1.40407 -0.59915
H 0.66605 0.08942 -1.53314
H 1.90138 -1.08492 -0.80441
*
```

Properties
- relative energy (zero: lowest compared OMol25 entry of this formula, charge and spin) (eV) = 4.947
- SMILES string = Cl[C@@H]1C=NOCCC1
- DFT total energy (eV) = -21370.3593
- frontier orbital gap (eV) = 10.585
- strongest force on any atom (Eh/bohr) = 0.1329
- E_LUMO (eV) = 0.680